Record 1
DFT (ωB97M-V/def2-TZVPD) results for a structure of composition C17H38ClFeN2O7SSbSi3.

Summary:
**Lowest unoccupied orbital energy (alpha / beta)**: 2.53 / 1.04 eV
**<S²>**: 8.763
**E_HOMO (alpha / beta)**: -4.8 / -5.5 eV
**Frontier orbital gap (alpha / beta)**: 7.31 / 6.50 eV
**Net charge**: -1
**2S+1**: 6

Geometry as XYZ:
```
71
Properties=species:S:1:pos:R:3:forces:R:3
Fe -1.17967 -0.75232 -0.16029 -0.2 -0.3 0.2
O -4.55916 1.50468 -1.68875 0.0 0.1 0.0
S -3.48103 1.29181 -0.73687 -0.1 -0.3 0.0
O -2.19678 2.15054 -1.49236 0.0 0.0 0.0
O -0.84058 0.67147 1.07822 0.0 0.1 -0.1
O -3.02590 -0.14708 -0.81666 0.1 0.2 0.1
C 1.29358 5.32708 -2.42475 0.0 0.0 0.0
Si -0.39310 4.65359 -1.94417 0.0 0.0 -0.1
C -0.98538 5.44335 -0.36087 0.0 0.1 0.1
C -1.62729 4.95838 -3.30968 0.0 0.0 -0.1
Sb -0.28798 2.03748 -1.80110 0.1 0.0 0.0
Si 1.54073 1.42487 -0.05449 0.1 0.0 0.0
C 1.96490 -0.09861 0.92841 0.1 0.0 0.1
C 1.70644 2.96731 0.99261 0.0 0.0 0.1
C 2.88800 1.44794 -1.37844 0.0 0.2 0.0
Si -1.52138 1.14511 2.47604 -0.3 0.2 -0.1
C -1.87661 2.99876 2.45226 0.1 -0.1 0.1
C -0.32506 0.82474 3.88549 0.1 -0.1 0.1
C -3.13154 0.24250 2.83984 0.1 -0.1 0.0
H 1.24140 6.41011 -2.56827 0.0 0.0 0.0
H 1.63967 4.87870 -3.35810 0.0 0.0 0.0
H 2.03778 5.12562 -1.65161 0.0 0.0 0.0
H -1.06148 6.52605 -0.50910 0.0 0.0 0.0
H -0.30075 5.26340 0.46852 0.0 0.0 0.0
H -1.97261 5.07057 -0.08601 0.0 0.0 0.0
H -1.69481 6.02308 -3.55128 0.0 0.0 0.0
H -2.61401 4.60153 -3.01128 0.0 -0.1 0.0
H -1.32665 4.42104 -4.21149 -0.1 0.0 0.0
H 1.17982 -0.46882 1.57712 0.0 0.0 0.0
H 2.80770 0.22055 1.55719 0.0 0.0 0.0
H 2.31502 -0.88977 0.26616 -0.1 0.0 0.0
H 0.90606 3.02919 1.72773 0.0 0.0 0.0
H 1.70478 3.87707 0.39067 0.0 0.0 0.0
H 2.65858 2.91803 1.53147 0.0 0.0 0.0
H 2.81214 0.52991 -1.96603 0.0 0.0 0.0
H 3.87392 1.47916 -0.90458 0.0 0.0 0.0
H 2.81725 2.30035 -2.06179 0.0 0.0 0.0
H -0.97354 3.58851 2.62811 0.0 0.1 0.0
H -2.59326 3.24683 3.24046 0.0 0.0 0.0
H -2.30838 3.29247 1.49424 0.0 0.0 0.0
H 0.63225 1.31940 3.69486 0.0 0.0 0.0
H -0.13345 -0.24702 3.99068 0.0 0.0 0.0
H -0.70741 1.19019 4.84231 0.0 0.0 0.0
H -3.20864 -0.65618 2.22380 0.0 0.0 0.0
H -4.00887 0.86187 2.64723 0.0 0.0 -0.1
H -3.16164 -0.06792 3.88888 0.0 0.0 0.0
C -0.57732 -4.86285 -2.56809 0.0 0.0 0.0
C 0.77055 -5.24854 -1.96719 0.0 0.0 0.0
C 0.97014 -4.76597 -0.51476 0.0 0.0 0.0
C 2.37706 -5.14444 -0.03177 0.0 0.0 0.0
C 2.66115 -4.68648 1.39460 0.0 0.0 0.0
C -0.04003 -5.48460 0.35698 0.0 0.0 0.0
O -0.01721 -6.68661 0.53482 0.0 0.0 0.0
N -0.99652 -4.70229 0.93874 -0.1 0.1 0.0
C -1.16210 -3.33009 0.73839 0.1 -0.1 0.0
O -2.14002 -2.77559 1.22568 -0.1 0.1 0.0
N -0.25187 -2.63559 0.02552 0.0 0.1 -0.1
C 0.83931 -3.23616 -0.53074 0.1 0.0 0.1
O 1.72878 -2.60073 -1.06919 -0.1 0.0 0.0
H -0.66715 -5.25053 -3.58335 0.0 0.0 0.0
H -0.69586 -3.77828 -2.61594 0.0 0.0 0.0
H -1.40767 -5.27107 -1.98652 0.0 0.0 0.0
H 1.57788 -4.80868 -2.55508 0.0 0.0 0.0
H 0.89689 -6.33351 -1.97068 0.0 0.0 0.0
H 3.08599 -4.68436 -0.72027 0.0 0.0 0.0
H 2.47509 -6.22882 -0.10834 0.0 0.0 0.0
H 2.56524 -3.60164 1.48028 0.0 0.0 0.0
H 3.67355 -4.95540 1.69826 0.0 0.0 0.0
H 1.97069 -5.15037 2.10300 0.0 0.0 0.0
H -1.71499 -5.15757 1.48218 0.0 0.0 0.0
Cl -0.44462 -0.55532 -2.53083 0.1 0.0 -0.1
```
Positions in Å, forces in eV/Å.

---

Record 2
DFT (ωB97M-V/def2-TZVPD) results for the molecule C4H3NO2.

Summary:
**Lowest unoccupied orbital energy**: -0.70 eV
**E_HOMO**: -9.6 eV
**Frontier orbital gap**: 8.92 eV
**Net charge**: 0

Geometry as XYZ:
```
10
Properties=species:S:1:pos:R:3:forces:R:3
O 2.74738 0.62517 0.57714 -0.2 -0.2 -0.3
C 2.00943 0.05815 -0.18322 0.1 0.2 0.3
C 0.52856 0.00920 0.01544 -0.2 -0.1 -0.2
N -0.31570 -0.48431 -0.77763 0.3 0.2 0.2
C -1.59682 -0.22307 -0.12630 -0.2 0.1 0.0
C -1.33143 0.39899 1.22152 0.3 -0.1 -0.4
O -0.01568 0.56718 1.19703 -0.1 -0.1 0.1
H 2.34580 -0.47192 -1.09180 0.0 0.1 0.1
H -2.27537 -1.07997 -0.16875 0.1 0.2 0.2
H -2.09617 0.60059 -0.66342 -0.1 -0.1 -0.1
```
Positions in Å, forces in eV/Å.

---

Record 3
DFT (ωB97M-V/def2-TZVPD) results for a cluster of 3 separate species, C3H11NO3 in total in a non-equilibrium geometry.

Summary:
**Lowest unoccupied orbital energy**: 0.40 eV
**E_HOMO**: -9.4 eV
**Frontier orbital gap**: 9.76 eV
**Net charge**: 0
**SMILES**: CN(C)C=O.O.O

Geometry as XYZ:
```
18
Properties=species:S:1:pos:R:3:forces:R:3
C 0.09906 -0.90597 3.22676 0.7 -0.3 0.3
N 1.05748 -0.51319 2.34121 -0.2 0.3 -0.3
C 0.75833 0.62968 1.46521 2.1 -1.1 -0.6
C 2.01224 -1.50302 1.85981 -0.9 -1.0 0.5
O -0.70787 -0.19573 3.77650 -0.3 0.1 -0.3
H 0.19057 -1.99640 3.42724 -0.1 0.2 0.2
H 0.23394 0.19805 0.61249 -1.3 0.9 0.2
H 1.66844 0.93343 0.92629 0.3 -0.1 0.6
H 0.49789 1.49494 2.04801 -1.2 0.1 -0.2
H 2.50069 -1.10403 0.98660 0.6 0.0 0.1
H 1.55621 -2.47179 1.58568 -0.3 0.5 -0.3
H 2.64414 -1.83372 2.68326 0.7 0.6 -0.2
H -1.66877 2.07846 -5.10554 -0.4 0.2 0.0
H -2.28014 2.71722 -6.42633 0.2 -0.2 0.6
O -1.53186 2.23749 -6.04319 0.2 0.0 -0.5
H -1.60487 -0.18359 -2.42947 -0.1 0.1 0.0
H -3.11480 -0.05042 -2.41695 -0.1 0.1 0.0
O -2.31070 0.46856 -2.51759 0.1 -0.2 0.0
```
Positions in Å, forces in eV/Å.

---

Record 4
DFT (ωB97M-V/def2-TZVPD) results for a structure of composition C12H28F3N2O4Ti in a non-equilibrium geometry.

Summary:
**Lowest unoccupied orbital energy (alpha / beta)**: 0.19 / 0.19 eV
**<S²>**: 3.753
**E_HOMO (alpha / beta)**: -2.4 / -9.7 eV
**Frontier orbital gap (alpha / beta)**: 2.55 / 9.90 eV
**Net charge**: 0
**2S+1**: 4

Geometry as XYZ:
```
50
Properties=species:S:1:pos:R:3:forces:R:3
Ti -0.65705 -0.13410 0.07798 -2.3 -1.0 2.3
C -0.52233 -2.55038 -0.44843 -2.3 -0.7 0.8
O 0.58916 -1.69032 -0.18235 1.3 0.1 -1.4
O -1.61566 -1.96937 0.13346 1.5 -0.7 -1.2
C -0.65943 -2.86663 -2.04055 1.4 -1.7 1.4
F -1.82368 -3.34429 -2.45887 -0.1 1.0 0.4
F -0.25199 -1.83637 -2.80226 -1.0 -1.3 -0.5
F 0.22131 -3.89462 -2.30809 0.0 0.5 0.1
C 1.84859 -1.94913 -0.73750 0.9 -1.1 -0.8
C 2.78428 -0.82436 -0.47884 2.7 0.0 0.1
H 2.42247 0.18353 -0.68222 0.0 -0.5 -0.2
H 3.12693 -0.82578 0.55590 1.5 -0.7 -1.8
H 3.75553 -0.94784 -0.95793 -0.2 -0.3 -0.8
H 1.92111 -2.10562 -1.81377 -1.1 0.1 -0.3
H 2.15081 -2.93311 -0.37895 0.5 0.1 0.5
H -0.21095 -3.41569 0.13670 -0.3 -1.2 -0.8
C -0.17265 0.82756 -3.76469 1.6 1.0 0.0
C 0.01685 0.53544 -2.24140 0.0 1.7 -1.4
C 0.67209 1.65622 -1.39248 -0.1 0.1 -0.9
O 0.77758 1.21524 0.01906 1.4 4.8 -7.6
C 1.24362 2.29722 0.76501 1.6 2.4 1.2
N -1.34884 0.38135 -1.71821 -0.3 -0.4 -1.9
H -0.62495 1.80100 -3.95424 -0.6 -0.1 0.3
H -0.68818 0.03768 -4.31098 -0.2 0.0 0.4
H 0.76418 0.96909 -4.30358 0.5 -0.3 0.2
H 0.59696 -0.38326 -2.15442 -0.2 0.8 0.3
H 0.00826 2.51861 -1.45339 -0.1 0.3 0.3
H 1.64291 1.98927 -1.75947 0.3 -0.3 -0.1
H 2.15544 2.74682 0.37187 0.3 -0.4 -0.6
H 1.46736 1.95363 1.77495 0.3 1.0 -0.6
H 0.59332 3.16702 0.85808 -0.8 -0.3 -0.3
H -1.83237 1.26269 -1.62062 -0.1 1.0 0.0
H -1.90058 -0.11618 -2.40241 -0.3 -0.4 0.1
C -2.85819 0.99743 3.37173 0.5 1.3 1.9
C -1.75276 1.12924 2.33439 -1.5 -1.0 -0.8
C -0.38973 0.49429 2.73773 -0.6 0.5 0.4
O 0.56963 0.43636 1.65843 -3.2 -4.6 6.9
C 1.72754 -0.24837 2.02653 0.2 -0.3 1.6
N -2.36072 0.46891 1.17068 0.3 -0.6 -0.5
H -2.57979 1.58711 4.24515 0.0 -0.3 0.6
H -3.13654 -0.01578 3.66160 0.6 -0.2 0.0
H -3.81933 1.44736 3.12300 0.3 0.2 -0.9
H -1.58240 2.15469 2.00646 0.0 0.3 0.3
H -0.50531 -0.50271 3.16285 -0.2 -0.1 0.1
H 0.00824 1.17099 3.49391 0.2 0.0 0.4
H 1.47036 -1.17770 2.53478 0.1 -0.2 0.0
H 2.32380 0.35403 2.71187 0.1 0.2 0.3
H 2.34132 -0.45739 1.15036 -2.3 1.1 2.4
H -3.23545 0.86374 0.85593 0.0 1.1 -0.1
H -2.67077 -0.45744 1.42727 0.1 -0.6 0.2
```
Positions in Å, forces in eV/Å.

---

For reference, ΔE to the lowest compared entry with this formula, charge and spin by record: 117.1, 343.9, 175.3, 636.7 kJ/mol.